Below is C19H38BBr2CaCl2F4LiMgN5O12PS as an isolated structure in a non-equilibrium geometry, with properties calculated with ωB97M-V/def2-TZVPD.

Structure (ORCA input):
```
! RIJCOSX wB97M-V def2-TZVPD def2/J DEFGRID3
* xyz 0 1
H 3.470 4.874 -3.924
S -1.885 -2.738 4.062
H -10.360 -3.613 2.131
O -2.923 3.514 -2.034
Li -4.512 1.278 2.671
O 6.234 -0.941 2.207
H 5.861 2.335 -2.549
H 2.782 1.804 -5.975
C 6.768 -0.638 1.166
C 3.302 4.183 -4.748
H -2.274 -2.833 1.173
C 7.100 0.744 0.708
C -7.627 -1.872 1.243
O -4.328 1.840 -1.132
H 3.276 4.298 -1.154
O 2.238 1.073 -1.911
H -10.853 -2.120 0.172
H 2.961 -0.174 4.243
O -4.278 2.212 -3.462
H -8.668 -3.342 0.150
H 0.171 2.103 -0.709
H -11.363 -2.229 2.581
O 7.150 -1.504 0.242
H -1.059 2.787 -1.840
H -0.494 -4.428 2.710
C -2.928 -0.826 1.964
C -10.375 -2.524 2.225
H -0.099 4.790 -2.152
C 0.435 -3.539 0.928
N 2.288 3.187 -4.430
H -0.366 -3.749 0.163
Mg -0.243 -2.595 -1.555
H 4.914 1.477 -3.752
N -0.938 -2.285 2.709
C 2.950 -1.288 4.108
Cl 1.343 0.000 1.255
C 1.950 2.439 -5.656
C -1.797 -1.883 1.554
O 7.677 0.686 -0.490
H -8.545 -1.769 -0.650
B 7.752 -0.743 -0.878
O 6.884 1.764 1.313
H 2.960 4.801 -5.586
F -0.934 3.421 0.064
Br -4.925 -1.239 1.730
C 1.486 -1.652 3.583
H -0.271 1.279 -2.267
H 1.254 -4.410 0.936
C -0.035 -3.424 2.404
H 1.684 3.113 -6.473
C -10.072 -1.855 0.888
H 0.765 -1.281 4.354
P 2.296 2.094 -3.024
F 7.007 -0.970 -2.076
Ca -0.114 -5.887 3.198
H 4.835 0.972 -2.055
Br 2.926 -5.030 0.413
H 1.325 -3.840 4.202
H 2.234 -3.482 2.683
C -0.109 2.260 -1.804
O -2.525 0.253 2.417
N -6.774 -1.565 1.972
H 1.355 -1.087 2.570
H 1.002 -2.597 0.650
C 0.898 4.357 -2.026
H 1.080 1.798 -5.480
H 3.059 -1.783 5.111
F 9.099 -1.128 -1.063
C 3.945 3.443 -1.232
H 1.147 4.415 -0.960
F -1.010 -3.849 4.992
H -10.109 -0.771 1.017
H 3.718 -1.627 3.373
Cl -4.197 2.849 -2.167
H 4.949 3.860 -1.158
O -3.101 -3.479 3.657
H 1.573 5.000 -2.588
O -2.154 -1.609 4.947
C 4.903 1.839 -2.716
H -1.217 -1.355 0.738
O -5.264 3.813 -2.031
H -9.654 -2.235 2.993
N 0.910 2.991 -2.486
C 1.321 -3.173 3.269
H 4.257 3.732 -5.034
H 3.777 2.776 -0.381
N 3.784 2.756 -2.512
C -8.711 -2.262 0.311
*
```

The HOMO-LUMO gap comes out at 0.0933 Eh. For the highest occupied orbital energy, the calculation gives -7.0 eV.



Below is a 2-piece molecular cluster, C23H53BClNO3SSi overall, with properties calculated with ωB97M-V/def2-TZVPD.

Structure (ORCA input):
```
! RIJCOSX wB97M-V def2-TZVPD def2/J DEFGRID3
* xyz 0 1
H 6.743 3.940 0.624
S 0.046 2.232 3.397
C 6.640 3.047 0.005
H -5.127 -0.001 -0.602
C -2.304 -0.280 0.297
C -4.399 -0.211 -1.401
H 4.708 -1.043 0.487
H -4.648 3.206 -2.203
H -4.027 0.826 1.011
H -1.003 -4.030 -1.847
C -0.216 -1.049 -2.189
C -2.296 1.660 1.958
H 0.261 -1.367 -1.255
C 4.083 3.111 0.182
H -2.611 -4.192 -2.555
H -1.981 -1.686 -4.820
H -2.155 2.405 1.172
H 1.900 0.116 -1.975
H 4.677 0.181 -2.132
H 1.724 -0.264 0.356
C -3.196 -3.100 1.169
H 3.137 2.396 1.953
C -3.934 -2.457 -0.013
C 3.338 -0.080 2.176
H 6.763 2.181 0.660
H 0.387 -1.418 -3.028
C 4.561 -0.067 0.034
C -0.618 -3.321 2.720
C -1.687 -3.610 -2.587
H -0.322 -2.429 2.151
O 0.357 3.414 2.652
H -2.093 -4.616 0.117
H -1.550 -0.921 0.777
H -1.317 -3.008 3.503
H 5.247 2.196 -1.415
H 5.264 3.930 -1.375
C -0.935 1.150 2.417
H -1.249 -3.070 0.223
H -1.003 0.210 2.968
O 1.121 1.503 4.001
C -2.540 -1.154 -4.044
H 3.005 -1.090 1.951
H -4.905 -2.112 0.370
H -0.238 0.044 -2.240
C 2.669 0.599 -1.378
N 3.537 0.659 0.889
H 4.114 4.060 0.726
C 3.984 -0.193 -1.381
C -3.971 1.129 -2.034
H -2.346 -0.086 -4.166
C 2.258 0.646 0.082
Cl -1.184 2.780 4.908
H 5.500 0.477 0.094
H -2.822 2.132 2.788
H -4.972 -0.778 -2.144
H 7.471 3.034 -0.699
B -3.213 -1.162 -0.763
H -2.993 -2.339 1.930
H -1.235 -3.766 -3.572
H -1.716 0.472 -0.257
H -2.906 1.310 -1.845
H 3.801 -1.242 -1.608
H -4.486 2.639 -0.538
H 4.284 -0.106 2.712
H 2.592 0.448 2.765
H -3.301 -0.206 2.232
C -4.772 2.339 -1.550
H -5.837 2.097 -1.525
H -4.070 1.078 -3.121
C -1.894 -3.768 0.773
Si -1.999 -1.750 -2.319
O -1.160 -4.302 1.876
H 1.656 1.507 0.365
C 3.931 2.070 1.280
H 4.842 1.968 1.870
H -0.269 0.999 1.564
H -4.185 -3.256 -0.724
H -3.807 -3.865 1.662
C 5.306 3.047 -0.734
H 2.818 1.602 -1.774
C -3.073 0.466 1.397
H 0.270 -3.742 3.197
H 3.168 3.160 -0.409
H -3.605 -1.325 -4.216
*
```

The HOMO-LUMO gap comes out at 0.2256 Eh. For the highest occupied orbital energy, the calculation gives -6.4 eV.